This record from the OMol25 dataset describes a structure of composition C21H14CoN9O11S. The level of theory is wB97M-V/def2-TZVPD.

Geometry as XYZ:
```
57
Properties=species:S:1:pos:R:3:forces:R:3:lowdin_spin:R:1
Co 0.015 -0.218 -0.459 0.132 -0.593 -0.055 0.0056
N 1.376 -3.476 2.666 -0.064 -0.014 -0.008 0.0065
C 1.395 -2.606 1.540 0.047 0.059 -0.099 0.0568
S -0.247 -1.944 1.150 0.043 0.330 -0.075 0.0039
N 2.595 -1.697 -0.125 0.123 0.384 -0.093 0.0285
N 1.775 -0.913 -0.875 -0.138 -0.169 0.085 0.0011
C 2.024 -0.964 -2.147 -0.072 0.095 -0.081 0.0000
C 1.100 -0.264 -3.000 0.138 -0.036 0.033 0.0001
C 1.290 -0.092 -4.370 -0.087 0.031 -0.040 -0.0002
C 0.359 0.627 -5.091 0.057 -0.040 0.004 0.0000
C -0.741 1.158 -4.426 -0.027 0.007 0.020 -0.0003
C -0.865 0.939 -3.069 -0.048 -0.059 -0.014 0.0000
N 0.024 0.238 -2.358 -0.005 0.111 0.103 -0.0002
H 1.430 -2.981 3.547 0.039 -0.002 0.003 0.0009
H 2.144 -4.135 2.577 0.007 0.006 0.027 0.0020
H 2.879 -1.510 -2.525 0.026 0.020 0.024 0.0001
H 2.161 -0.524 -4.843 0.005 -0.003 0.007 0.0000
H 0.485 0.773 -6.156 -0.011 0.009 0.000 0.0000
H -1.495 1.730 -4.947 -0.001 0.000 0.002 0.0000
H -1.717 1.320 -2.521 0.000 0.012 -0.022 0.0000
N -1.420 -3.053 -1.071 0.071 0.049 0.119 0.0012
C -0.384 -2.912 -0.374 -0.129 -0.140 -0.095 0.0002
H -2.188 -2.506 -0.687 -0.019 -0.033 -0.025 0.0000
O -4.688 5.627 -0.220 0.006 0.014 0.303 0.0000
N -5.215 4.529 -0.155 0.024 -0.027 -0.845 0.0000
O -6.418 4.345 -0.213 -0.021 -0.004 0.297 0.0000
C -4.348 3.362 -0.135 -0.003 0.035 0.204 0.0000
C -2.976 3.532 -0.108 -0.074 -0.052 0.057 -0.0002
C -2.162 2.427 -0.071 0.229 0.087 0.003 0.0000
C -2.644 1.062 -0.109 -0.105 -0.043 0.051 -0.0001
O -1.928 0.042 -0.195 0.164 0.200 -0.183 -0.0001
C -4.090 0.992 -0.105 -0.108 -0.107 -0.031 0.0000
C -4.907 2.095 -0.130 0.066 0.005 0.062 -0.0002
N -4.781 -0.308 -0.086 -0.007 0.095 0.115 0.0000
O -4.145 -1.312 0.147 0.008 -0.018 -0.008 0.0000
O -5.989 -0.298 -0.273 0.026 -0.016 -0.080 0.0000
N -0.730 2.708 -0.020 -0.084 -0.110 -0.094 -0.0013
O 0.019 1.835 0.404 -0.098 0.233 0.281 0.0009
O -0.340 3.799 -0.408 0.021 -0.017 -0.047 -0.0022
H -2.539 4.518 -0.106 0.000 0.004 0.001 0.0000
H -5.977 1.966 -0.142 -0.010 -0.002 0.002 0.0000
O 2.689 -4.231 0.274 -0.024 0.133 0.003 0.0080
C 1.855 -3.339 0.236 -0.241 -0.488 0.084 0.0016
O 0.768 -3.523 -0.682 0.170 0.129 0.015 0.0021
C 2.509 -1.485 1.349 -0.012 -0.046 -0.004 0.0478
C 2.160 -0.146 1.888 -0.001 0.027 0.045 0.1903
C 2.754 0.379 2.986 -0.014 -0.038 -0.054 -0.0004
C 3.835 -0.298 3.588 0.035 0.046 0.126 0.2529
C 4.383 -1.468 3.013 -0.048 -0.008 -0.054 0.0042
C 3.790 -2.002 1.924 0.002 -0.049 0.009 0.1828
N 4.447 0.259 4.764 0.031 0.020 -0.112 0.0431
O 3.987 1.299 5.218 -0.027 -0.007 0.032 0.0777
O 5.404 -0.331 5.252 -0.007 -0.021 0.029 0.0750
H 1.370 0.415 1.413 0.001 -0.011 -0.026 0.0107
H 2.436 1.327 3.393 0.008 0.006 -0.001 -0.0040
H 5.281 -1.891 3.437 0.006 0.002 -0.006 -0.0036
H 4.197 -2.877 1.436 -0.002 0.001 0.004 0.0087
```
Forces are in eV/Å.

Summary:
expectation value of S² = 0.7821
2S+1 = 2
Kohn-Sham gap (alpha / beta) = 5.658 / 4.822 eV
charge = -1
HOMO energy (alpha / beta) = -4.52 / -4.49 eV